DFT (ωB97M-V/def2-TZVPD) results for a 6-piece molecular cluster, C24H64B2F8N4O8 overall in a non-equilibrium geometry.

As for the total charge: +2. The largest force on an atom comes out at 4.04 eV Å⁻¹. As for the HOMO-LUMO gap: 0.35618 hartree. As for the LUMO energy: -0.159 hartree. For the total energy, the calculation gives -71351.1323 eV. As for the energy relative to the best compared isomer or geometry (same formula, charge and spin): 208.07 kJ/mol. The multiplicity is 1.

Each atom is followed by the atoms it is bonded to, with distances in Å.
Positions of all 110 atoms, in Å:
1 C -3.847 0.682 -4.001  O2 1.427, H12 1.090, H13 1.090, H14 1.090
2 O -3.592 -0.447 -3.166  C1 1.427, C3 1.388
3 C -3.642 -0.032 -1.842  O2 1.388, C4 1.561, H15 1.090, H16 1.090
4 C -2.918 -1.183 -1.076  C3 1.561, N5 1.533, H17 1.090, H18 1.090
5 N -3.605 -2.492 -1.484  C4 1.533, H6 1.010, H7 1.010, C8 1.478
6 H -4.567 -2.283 -1.258  N5 1.010
7 H -3.579 -2.546 -2.492  N5 1.010
8 C -3.090 -3.756 -0.917  N5 1.478, C9 1.529, H19 1.090, H20 1.090
9 C -2.712 -4.766 -2.000  C8 1.529, O10 1.463, H21 1.090, H22 1.090
10 O -1.918 -4.079 -3.019  C9 1.463, C11 1.469
11 C -1.463 -5.056 -4.017  O10 1.469, H23 1.090, H24 1.090, H25 1.090
12 H -4.931 0.753 -3.912  C1 1.090
13 H -3.457 0.526 -5.006  C1 1.090
14 H -3.446 1.652 -3.705  C1 1.090
15 H -4.668 -0.055 -1.476  C3 1.090
16 H -3.174 0.940 -1.687  C3 1.090
17 H -2.941 -1.151 0.013  C4 1.090
18 H -1.865 -1.261 -1.346  C4 1.090
19 H -3.759 -4.155 -0.154  C8 1.090
20 H -2.150 -3.548 -0.406  C8 1.090
21 H -3.648 -5.216 -2.331  C9 1.090
22 H -2.059 -5.562 -1.642  C9 1.090
23 H -1.050 -4.496 -4.856  C11 1.090
24 H -2.179 -5.692 -4.539  C11 1.090
25 H -0.593 -5.617 -3.676  C11 1.090
26 C 0.408 -1.283 -3.813  O27 1.393, H37 1.090, H38 1.090, H39 1.090
27 O 1.601 -1.035 -3.138  C26 1.393, C28 1.426
28 C 2.390 -2.203 -2.918  O27 1.426, C29 1.519, H40 1.090, H41 1.090
29 C 3.595 -1.584 -2.231  C28 1.519, N30 1.603, H42 1.090, H43 1.090
30 N 3.171 -0.750 -0.929  C29 1.603, H31 1.010, H32 1.010, C33 1.565
31 H 2.433 -0.197 -1.340  N30 1.010
32 H 2.741 -1.347 -0.238  N30 1.010
33 C 4.415 0.007 -0.355  N30 1.565, C34 1.516, H44 1.090, H45 1.090
34 C 5.669 -0.838 -0.240  C33 1.516, O35 1.386, H46 1.090, H47 1.090
35 O 5.459 -1.881 0.648  C34 1.386, C36 1.457
36 C 6.319 -3.049 0.510  O35 1.457, H48 1.090, H49 1.090, H50 1.090
37 H -0.254 -2.014 -3.347  C26 1.090
38 H 0.630 -1.377 -4.876  C26 1.090
39 H -0.122 -0.331 -3.789  C26 1.090
40 H 2.824 -2.638 -3.818  C28 1.090
41 H 1.836 -2.946 -2.344  C28 1.090
42 H 3.937 -0.773 -2.874  C29 1.090
43 H 4.316 -2.355 -1.960  C29 1.090
44 H 3.994 0.348 0.591  C33 1.090
45 H 4.643 0.897 -0.940  C33 1.090
46 H 6.509 -0.251 0.129  C34 1.090
47 H 5.955 -1.197 -1.228  C34 1.090
48 H 6.039 -3.833 1.213  C36 1.090
49 H 7.319 -2.772 0.845  C36 1.090
50 H 6.335 -3.359 -0.535  C36 1.090
51 C -4.918 4.478 -1.866  O52 1.385, H62 1.090, H63 1.090, H64 1.090
52 O -3.681 4.135 -1.345  C51 1.385, C53 1.395
53 C -3.588 3.410 -0.157  O52 1.395, C54 1.505, H65 1.090, H66 1.090
54 C -2.194 3.015 0.247  C53 1.505, N55 1.516, H67 1.090, H68 1.090
55 N -1.312 4.245 0.156  C54 1.516, H56 1.010, H57 1.010, C58 1.534
56 H -1.526 4.814 -0.651  N55 1.010
57 H -1.587 4.794 0.958  N55 1.010
58 C 0.209 4.062 0.214  N55 1.534, C59 1.536, H69 1.090, H70 1.090
59 C 0.855 3.424 -1.025  C58 1.536, O60 1.347, H71 1.090, H72 1.090
60 O 0.049 3.572 -2.095  C59 1.347, C61 1.504
61 C 0.766 3.066 -3.316  O60 1.504, H73 1.090, H74 1.090, H75 1.090
62 H -5.549 3.598 -1.990  C51 1.090
63 H -4.694 5.060 -2.760  C51 1.090
64 H -5.388 4.945 -1.000  C51 1.090
65 H -4.171 2.511 -0.360  C53 1.090
66 H -3.942 3.943 0.725  C53 1.090
67 H -1.711 2.467 -0.563  C54 1.090
68 H -2.138 2.533 1.223  C54 1.090
69 H 0.447 3.432 1.071  C58 1.090
70 H 0.559 5.088 0.334  C58 1.090
71 H 0.771 2.393 -0.682  C59 1.090
72 H 1.878 3.701 -1.279  C59 1.090
73 H 1.252 2.107 -3.139  C61 1.090
74 H 1.516 3.760 -3.697  C61 1.090
75 H -0.050 2.980 -4.033  C61 1.090
76 C 0.019 3.750 4.028  O77 1.457, H87 1.090, H88 1.090, H89 1.090
77 O -0.216 2.478 3.356  C76 1.457, C78 1.486
78 C -1.097 1.465 3.995  O77 1.486, C79 1.522, H90 1.090, H91 1.090
79 C -0.307 0.403 4.746  C78 1.522, N80 1.537, H92 1.090, H93 1.090
80 N 0.970 -0.044 4.018  C79 1.537, H81 1.010, H82 1.010, C83 1.534
81 H 0.786 -0.419 3.099  N80 1.010
82 H 1.604 0.649 3.646  N80 1.010
83 C 1.787 -1.148 4.700  N80 1.534, C84 1.551, H94 1.090, H95 1.090
84 C 1.186 -2.576 4.652  C83 1.551, O85 1.403, H96 1.090, H97 1.090
85 O -0.178 -2.699 4.958  C84 1.403, C86 1.382
86 C -0.901 -3.430 4.035  O85 1.382, H98 1.090, H99 1.090, H100 1.090
87 H 0.847 3.666 4.731  C76 1.090
88 H -0.875 4.021 4.590  C76 1.090
89 H 0.401 4.597 3.458  C76 1.090
90 H -1.452 0.935 3.111  C78 1.090
91 H -2.017 1.706 4.528  C78 1.090
92 H -0.968 -0.454 4.879  C79 1.090
93 H 0.059 0.708 5.726  C79 1.090
94 H 2.080 -0.921 5.725  C83 1.090
95 H 2.713 -1.041 4.134  C83 1.090
96 H 1.612 -3.251 5.395  C84 1.090
97 H 1.425 -3.132 3.745  C84 1.090
98 H -0.652 -4.459 4.297  C86 1.090
99 H -0.767 -3.115 3.000  C86 1.090
100 H -1.948 -3.153 4.159  C86 1.090
101 B 0.058 -0.668 0.675  F102 1.390, F103 1.406, F104 1.371, F105 1.350
102 F -0.539 0.314 -0.108  B101 1.390
103 F -0.689 -1.044 1.805  B101 1.406
104 F 0.281 -1.785 -0.087  B101 1.371
105 F 1.213 -0.201 1.198  B101 1.350
106 B 3.290 2.529 2.343  F107 1.416, F108 1.360, F109 1.390, F110 1.323
107 F 3.161 3.909 2.635  B106 1.416
108 F 4.591 2.240 2.075  B106 1.360
109 F 2.846 1.854 3.474  B106 1.390
110 F 2.511 2.382 1.283  B106 1.323